[1]
Below is a 6-piece molecular cluster, C35H38NP overall at a distorted geometry, with properties calculated with ωB97M-V with the def2-TZVPD basis set.

The lowest unoccupied orbital energy comes out at 0.663 eV. The SMILES is [PH4]c1cccnc1.c1ccccc1.c1ccccc1.c1ccccc1.c1ccccc1.c1ccccc1. The strongest force on any atom comes out at 1.679 eV/Å. The highest occupied orbital energy comes out at -8.682 eV. The value obtained for the energy is -47686.990 eV. The calculation puts the gap between HOMO and LUMO at 9.35 eV.

Geometry as ORCA input:
```
! wB97M-V def2-TZVPD RIJCOSX def2/J DEFGRID3
* xyz 0 1
P 5.31630 -0.42486 2.68939
C 3.49715 0.11334 2.55178
C 2.56812 -0.50300 3.37052
C 1.26469 -0.07839 3.30145
C 0.95341 0.91990 2.41444
N 1.79857 1.52774 1.60241
C 3.05144 1.09424 1.70829
H 4.97543 -1.79441 2.52871
H 5.65102 0.31282 1.51050
H 5.34399 0.14928 4.00336
H 6.73213 -0.73900 2.87514
H 2.87224 -1.28650 4.06002
H 0.51447 -0.53338 3.93679
H -0.08369 1.25560 2.38609
H 3.79463 1.58082 1.07173
C 9.50094 -1.40915 1.32260
C 9.93063 -1.41622 0.00263
C 10.97111 -0.58694 -0.39354
C 11.57923 0.25245 0.52968
C 11.14366 0.26559 1.84782
C 10.10562 -0.56602 2.24469
H 8.69346 -2.06004 1.63341
H 9.45457 -2.06915 -0.71815
H 11.30826 -0.59474 -1.42237
H 12.39229 0.89754 0.22154
H 11.61428 0.92435 2.56681
H 9.76680 -0.55750 3.27304
C -3.31837 3.86096 5.64161
C -1.97534 3.56549 5.45168
C -1.42377 3.62891 4.17889
C -2.21500 3.98318 3.09562
C -3.56075 4.26971 3.28455
C -4.11214 4.21039 4.55695
H -3.74744 3.81759 6.63464
H -1.35774 3.28582 6.29594
H -0.37525 3.40132 4.03062
H -1.78374 4.03367 2.10341
H -4.18046 4.53984 2.43835
H -5.16089 4.43556 4.70409
C -3.57796 0.76471 2.15418
C -3.11652 -0.54334 2.09114
C -3.68875 -1.44085 1.19976
C -4.72627 -1.03101 0.37341
C -5.19363 0.27463 0.44247
C -4.61870 1.17241 1.33173
H -3.12785 1.46651 2.84460
H -2.30853 -0.86377 2.73740
H -3.32614 -2.45987 1.14869
H -5.17170 -1.72960 -0.32421
H -6.00676 0.59272 -0.19840
H -4.98158 2.19168 1.38466
C -4.26138 2.58850 -4.94021
C -3.94400 1.30557 -5.36493
C -3.82018 0.27834 -4.43923
C -4.00999 0.53442 -3.08806
C -4.31915 1.81843 -2.66290
C -4.44618 2.84558 -3.58842
H -4.36385 3.38843 -5.66265
H -3.79338 1.10610 -6.41864
H -3.57498 -0.72332 -4.77107
H -3.91567 -0.26625 -2.36488
H -4.46087 2.01849 -1.60878
H -4.68923 3.84716 -3.25636
C -2.84041 -5.83254 -6.66873
C -3.39623 -6.22120 -5.45766
C -4.06420 -5.29348 -4.67040
C -4.17325 -3.97548 -5.09225
C -3.60974 -3.58511 -6.29967
C -2.94483 -4.51359 -7.08851
H -2.32482 -6.55768 -7.28554
H -3.30931 -7.24859 -5.12724
H -4.50039 -5.59768 -3.72728
H -4.69663 -3.25201 -4.47915
H -3.68942 -2.55576 -6.62708
H -2.50744 -4.20935 -8.03099
*
```

***

[2]
Below is C35H39FN4O9S3Ti as an isolated structure at a distorted geometry, with properties calculated with ωB97M-V with the def2-TZVPD basis set.

The lowest unoccupied orbital energy (spin up / spin down) comes out at 3.696 / 3.687 eV. Its expectation value of S² is 2.0309. The strongest force on any atom comes out at 1.160 eV/Å. The relative energy (zero: lowest compared OMol25 entry of this formula, charge and spin) is 21.26 kcal per mole. The highest occupied orbital energy (spin up / spin down) comes out at -0.911 / -2.482 eV. The value obtained for the energy is -119662.166 eV. The calculation puts the gap between HOMO and LUMO (spin up / spin down) at 4.61 / 6.17 eV.

Geometry as ORCA input:
```
! wB97M-V def2-TZVPD RIJCOSX def2/J DEFGRID3
* xyz -2 3
Ti -1.20273 -0.69999 -0.51720
N -1.61475 -1.27742 -2.60702
C -1.69911 -2.55023 -3.34966
C -1.57797 -3.83574 -2.53341
C -2.83577 -4.26241 -1.76719
C -2.89670 -3.77729 -0.32808
N -2.94386 -2.31775 -0.25405
H -2.43852 -0.70047 -2.82041
H -0.82558 -0.73405 -2.97856
H -0.90897 -2.55189 -4.10579
H -2.65181 -2.55080 -3.88410
H -0.74625 -3.74203 -1.83367
H -1.31844 -4.62855 -3.24212
H -2.88939 -5.35505 -1.74415
H -3.72936 -3.91538 -2.29887
H -2.00444 -4.11228 0.20966
H -3.76823 -4.22577 0.16592
H -3.19494 -2.01608 0.68055
H -3.66137 -1.94271 -0.87508
O 4.68872 3.63628 -4.37818
C 4.62273 2.39909 -4.47438
O 5.52204 1.56221 -4.72151
C 3.24808 1.76424 -4.20687
C 2.79187 0.67571 -4.94087
C 1.63635 0.02575 -4.54686
N 0.95378 0.33557 -3.44376
C 1.37689 1.39641 -2.74850
C 2.47406 2.16269 -3.12207
C 0.69410 1.69996 -1.41499
O 0.94775 2.72136 -0.80996
O -0.07924 0.75196 -0.98216
H 3.36412 0.32182 -5.78876
H 1.25949 -0.81890 -5.11748
H 2.75253 3.02141 -2.52850
C -2.35636 3.46067 5.45735
C -1.41083 2.29178 5.67153
C -0.05857 2.75363 6.20364
C 0.75876 1.54465 6.62397
C 0.74687 0.48845 5.54917
C 1.72209 -0.53724 5.58863
C 1.73185 -1.47156 4.57871
F 2.66173 -2.46799 4.63603
C 0.86904 -1.45102 3.51083
C -0.09832 -0.41352 3.43363
C -0.95256 -0.30231 2.31955
O -0.83863 -1.18862 1.34332
C -1.94090 0.73529 2.31481
C -2.02867 1.55769 3.38789
N -1.18248 1.50094 4.46148
C -0.16283 0.52952 4.50856
C -2.97262 0.93742 1.22175
O -3.98679 1.57051 1.47092
O -2.71794 0.35742 0.09391
H -2.42231 4.02274 6.39015
H -3.36254 3.14595 5.18642
H -1.98512 4.12935 4.67894
H -1.84802 1.61958 6.42721
H -0.20559 3.44085 7.04012
H 0.45346 3.29835 5.40491
H 0.35981 1.13890 7.56158
H 1.79294 1.83604 6.82842
H 2.45369 -0.58084 6.38409
H 0.91281 -2.19737 2.73179
H -2.80026 2.30876 3.39364
C 4.76996 2.77176 0.31124
C 4.14685 1.45205 -0.04549
C 3.08542 0.95144 0.70760
C 2.40939 -0.19035 0.31878
C 2.81581 -0.83155 -0.84268
C 3.88598 -0.37565 -1.59515
C 4.55922 0.76440 -1.18284
S 1.90112 -2.21412 -1.45795
C 2.70447 -3.51316 -0.51310
O 0.52840 -2.17231 -0.84049
H 4.84589 2.89589 1.39273
H 4.15060 3.58473 -0.07407
H 5.76034 2.87537 -0.13083
H 2.75077 1.48542 1.58954
H 1.55211 -0.55048 0.87326
H 4.16038 -0.85087 -2.53002
H 5.35454 1.15488 -1.80610
H 2.66612 -3.25355 0.54427
H 3.73586 -3.59894 -0.85319
H 2.16186 -4.43722 -0.70446
C -6.03187 0.79238 -5.87620
O -5.10409 1.40989 -4.99972
C -4.42401 0.71057 -4.04371
S -4.83745 -0.92488 -3.72035
S -3.21964 1.58179 -3.29412
H -5.59114 0.75944 -6.87650
H -6.92706 1.41739 -5.89917
H -6.28665 -0.21197 -5.54614
*
```

***

[3]
Below is C35H39N2O5P3Pd as an isolated structure at a distorted geometry, with properties calculated with ωB97M-V with the def2-TZVPD basis set.

The lowest unoccupied orbital energy comes out at -6.292 eV. The strongest force on any atom comes out at 1.192 eV/Å. The highest occupied orbital energy comes out at -13.969 eV. The value obtained for the energy is -81483.769 eV. The calculation puts the gap between HOMO and LUMO at 7.68 eV.

Geometry as ORCA input:
```
! wB97M-V def2-TZVPD RIJCOSX def2/J DEFGRID3
* xyz 2 1
Pd -0.01556 0.13060 0.00811
O -1.74396 0.12336 -1.10113
P -2.43983 -1.14034 -1.61498
C -1.20726 -2.23340 -2.36891
P -0.16893 -2.93705 -1.05265
O -0.09292 -1.98987 0.13735
C -0.88605 -4.49103 -0.55506
C -1.29962 -4.64594 0.76625
C -1.80133 -5.87012 1.18299
C -1.87340 -6.93010 0.29025
C -1.45562 -6.77329 -1.02698
C -0.95674 -5.55537 -1.45404
C 1.43471 -3.23972 -1.78149
C 2.47061 -3.48934 -0.87625
C 3.74541 -3.75162 -1.34708
C 3.99078 -3.76053 -2.71539
C 2.96320 -3.51519 -3.61465
C 1.68015 -3.26121 -3.15230
C -3.27602 -2.02084 -0.30322
C -4.19865 -3.01335 -0.63679
C -4.91542 -3.64735 0.36362
C -4.71765 -3.28205 1.68940
C -3.79296 -2.30105 2.02285
C -3.06872 -1.66428 1.02746
C -3.62652 -0.69841 -2.86703
C -4.51158 0.33295 -2.53649
C -5.42338 0.78199 -3.47459
C -5.45346 0.20900 -4.74113
C -4.59012 -0.82857 -5.06360
C -3.67252 -1.28572 -4.12935
H -0.58705 -1.62951 -3.03445
H -1.68806 -3.03320 -2.93474
H -1.22344 -3.81029 1.44877
H -2.12417 -5.99878 2.20776
H -2.24810 -7.88894 0.62351
H -1.50913 -7.60692 -1.71433
H -0.61420 -5.43585 -2.47683
H 2.26403 -3.47210 0.18749
H 4.54647 -3.95897 -0.65008
H 4.98809 -3.96398 -3.08223
H 3.15915 -3.52819 -4.67842
H 0.88344 -3.09053 -3.86614
H -4.35690 -3.27991 -1.67647
H -5.63603 -4.41434 0.11399
H -5.29008 -3.76510 2.47066
H -3.64390 -2.02959 3.05974
H -2.34363 -0.90208 1.27439
H -4.48012 0.76920 -1.54479
H -6.11186 1.57723 -3.22219
H -6.16069 0.56700 -5.47744
H -4.63074 -1.28114 -6.04514
H -3.01103 -2.10068 -4.39358
C 3.11964 2.24515 0.55033
P 2.46737 1.04199 1.71031
C 3.83447 0.44987 2.69110
C 1.30581 1.87443 2.80715
O 1.77034 -0.11858 0.97142
H 3.43538 3.14881 1.07269
H 2.34523 2.48872 -0.17438
H 3.96695 1.80535 0.02318
H 4.31995 1.29479 3.18111
H 4.55185 -0.05441 2.04362
H 3.47600 -0.25551 3.44017
H 1.55314 2.93232 2.87526
H 1.35089 1.43222 3.80248
H 0.30028 1.73967 2.41323
O 1.81528 5.04433 1.89219
C 1.49898 5.89443 0.79712
N 0.13686 6.34191 0.79907
C -0.93850 5.76523 0.18324
O -2.05066 6.23007 0.23533
C -0.68926 4.49764 -0.60189
C -0.91060 4.48881 -1.97139
C -0.66840 3.32589 -2.68229
C -0.23371 2.20912 -2.00186
N -0.09432 2.19192 -0.66749
C -0.32405 3.31612 0.02261
H 1.72820 5.54956 2.70981
H 1.69355 5.30904 -0.09771
H 2.15183 6.76634 0.79002
H -0.08543 7.17631 1.32432
H -1.25409 5.38879 -2.46600
H -0.82583 3.27872 -3.75037
H 0.01082 1.29908 -2.52725
H -0.19785 3.28208 1.09426
*
```